Record 1
DFT (the ωB97M-V functional and the def2-TZVPD basis) results for 2 unconnected molecules or ions with the total composition C2H8N4O2.

Each line ends with the natural charge from an NBO analysis.
Positions of all 16 atoms, in Å:
1 C 0.281 0.864 -0.479  0.810
2 C 0.779 -1.034 0.318  0.135
3 N 0.671 -2.107 -0.541  -0.855
4 O 0.262 0.644 -1.824  -0.739
5 N 1.510 -1.120 1.363  -0.741
6 O 0.907 1.730 0.075  -0.654
7 H 1.163 0.706 -2.173  0.506
8 H 1.324 -2.871 -0.411  0.390
9 H 0.265 -1.925 -1.446  0.386
10 H 1.504 -0.242 1.880  0.343
11 N -1.287 0.565 -0.054  -0.533
12 N -1.788 1.407 0.979  -0.646
13 H -1.281 2.288 0.938  0.382
14 H -1.582 0.962 1.870  0.366
15 H -1.954 0.528 -0.826  0.410
16 H -0.774 -0.395 0.330  0.440

Values from the calculation:
LUMO (eV): 0.57
Kohn-Sham gap (hartree): 0.3110
Total energy (hartree): -450.3856

=====

Record 2
DFT (the ωB97M-V functional and the def2-TZVPD basis) results for C2H8N4S in the gas phase.

Each line ends with the natural charge from an NBO analysis.
Positions of all 15 atoms, in Å:
1 N -0.937 1.391 -1.708  -0.669
2 N -0.446 0.089 -1.615  -0.302
3 C -0.274 -0.380 -0.441  0.338
4 C -0.474 0.406 0.823  -0.598
5 S 0.978 1.471 1.129  -0.055
6 N 0.049 -1.741 -0.291  -0.458
7 N 1.110 -2.086 0.569  -0.650
8 H -0.327 2.045 -1.220  0.352
9 H -0.900 1.633 -2.702  0.363
10 H -0.624 -0.253 1.668  0.229
11 H -1.350 1.049 0.668  0.251
12 H 0.473 2.165 2.180  0.133
13 H 0.167 -2.176 -1.207  0.377
14 H 0.732 -2.228 1.518  0.347
15 H 1.823 -1.384 0.627  0.342

Values from the calculation:
LUMO (eV): 0.60
SMILES: N/N=C(\CS)NN
Kohn-Sham gap (hartree): 0.3289
Total energy (hartree): -698.1476

=====

Record 3
DFT (the ωB97M-V functional and the def2-TZVPD basis) results for a molecular structure, C2H8N5.

Each line ends with the natural charge from an NBO analysis.
Positions of all 15 atoms, in Å:
1 C -0.312 0.309 0.752  0.193
2 C 1.163 0.381 0.335  -0.308
3 N -2.513 1.084 -0.001  -0.428
4 N -2.897 -0.028 -0.285  0.077
5 N -0.744 -0.804 0.250  -0.332
6 N -2.049 -1.010 0.016  -0.241
7 N 1.535 -0.703 -0.634  -0.818
8 H -0.741 0.886 1.463  0.247
9 H 1.591 0.241 1.373  0.254
10 H 1.207 1.498 0.023  0.266
11 H 0.182 -1.236 -0.530  0.435
12 H -2.313 -1.876 -0.300  0.403
13 H 1.827 -0.409 -1.543  0.435
14 H -3.144 1.802 -0.257  0.375
15 H 2.077 -1.503 -0.151  0.441

Values from the calculation:
LUMO (eV): -3.68
Charge: +1
Kohn-Sham gap (hartree): 0.3723
Total energy (hartree): -354.3890

=====

Record 4
DFT (the ωB97M-V functional and the def2-TZVPD basis) results for a gas-phase ion, C2H8N5 (charge +1).

Each line ends with the natural charge from an NBO analysis.
Positions of all 15 atoms, in Å:
1 N -3.140 -0.031 -0.062  -0.755
2 C -1.962 -0.752 0.049  0.349
3 N -0.833 -0.097 0.010  -0.317
4 N 0.292 -0.811 0.073  -0.432
5 C 1.556 -0.220 -0.052  0.607
6 N 2.660 -1.006 -0.125  -0.775
7 N 1.850 1.094 0.121  -0.794
8 H -3.987 -0.441 0.333  0.435
9 H -3.055 0.921 -0.187  0.398
10 H -1.891 -1.900 0.191  0.268
11 H -0.872 0.904 0.050  0.380
12 H 2.842 -1.897 0.127  0.422
13 H 3.543 -0.484 -0.491  0.408
14 H 1.158 1.730 0.053  0.379
15 H 2.740 1.460 0.438  0.427

Values from the calculation:
LUMO (eV): -3.40
Charge: +1
SMILES: N/C=[NH+]/N=C(N)N
Kohn-Sham gap (hartree): 0.3255
Total energy (hartree): -354.5025

=====

Record 5
DFT (the ωB97M-V functional and the def2-TZVPD basis) results for a gas-phase ion, C2H8N6 (charge +2).

Each line ends with the natural charge from an NBO analysis.
Positions of all 16 atoms, in Å:
1 C -0.827 -0.671 0.101  0.424
2 C -0.952 0.932 -0.072  0.372
3 N 0.385 -1.227 0.313  -0.043
4 N -2.030 1.422 -0.433  -0.541
5 N 0.325 1.538 0.109  -0.371
6 N -2.014 -1.115 0.320  -0.598
7 N 0.929 -2.205 -0.220  -0.378
8 N 1.418 0.655 0.065  -0.435
9 H -2.102 2.433 -0.504  0.431
10 H 0.377 2.196 0.830  0.433
11 H -2.757 -0.506 0.169  0.468
12 H -2.239 -2.082 0.687  0.466
13 H 1.899 -2.467 0.134  0.464
14 H 0.386 -2.817 -0.867  0.436
15 H 1.621 0.390 -0.958  0.414
16 H 2.281 0.970 0.541  0.456

Values from the calculation:
LUMO (spin up / spin down) (eV): -10.87 / -10.60
Charge: +2
Kohn-Sham gap (spin up / spin down) (hartree): 0.2642 / 0.2920
Total energy (hartree): -408.7280

=====

Record 6
DFT (the ωB97M-V functional and the def2-TZVPD basis) results for 2 unconnected molecules or ions with the total composition C2H8N6.

Each line ends with the natural charge from an NBO analysis.
Positions of all 16 atoms, in Å:
1 C 1.019 0.108 0.423  0.651
2 C -0.322 -1.098 -0.579  0.502
3 N 0.558 0.662 1.386  -0.201
4 N 0.241 -2.161 -0.688  -0.381
5 N -1.338 -0.406 -1.010  -0.430
6 N 2.177 -0.021 -0.177  -0.765
7 N -0.309 1.114 2.120  -0.259
8 N -1.272 1.026 -1.207  -0.620
9 H 0.358 -3.053 -0.436  0.451
10 H -1.953 -1.077 -1.522  0.443
11 H 2.640 -0.768 -0.640  0.474
12 H 3.025 0.540 0.184  0.467
13 H -0.232 0.883 3.101  0.455
14 H -1.082 1.557 1.681  0.416
15 H -1.549 1.247 -2.138  0.417
16 H -1.959 1.447 -0.497  0.379

Values from the calculation:
Multiplicity: 3
LUMO (spin up / spin down) (eV): -7.46 / -12.61
Charge: +2
Kohn-Sham gap (spin up / spin down) (hartree): 0.3610 / 0.2399
⟨S²⟩: 2.02
Total energy (hartree): -408.6113

=====

Record 7
DFT (the ωB97M-V functional and the def2-TZVPD basis) results for 2 unconnected molecules or ions with the total composition C2H8NO.

Each line ends with the natural charge from an NBO analysis.
Positions of all 12 atoms, in Å:
1 O -0.641 2.294 -2.041  -1.311
2 H -1.453 1.809 -2.287  0.391
3 C 0.422 -1.023 1.437  -0.616
4 C -0.287 -0.324 0.265  -0.215
5 N 0.672 0.414 -0.567  -0.921
6 H -0.221 -1.791 1.889  0.175
7 H 0.704 -0.248 2.139  0.205
8 H 1.246 -1.601 1.012  0.187
9 H -0.948 0.434 0.697  0.181
10 H -0.897 -0.965 -0.386  0.143
11 H 0.164 1.206 -1.038  0.455
12 H 1.240 -0.207 -1.119  0.325

Values from the calculation:
LUMO (eV): 4.19
Charge: -1
Kohn-Sham gap (hartree): 0.2497
Total energy (hartree): -210.9697

=====

Record 8
DFT (the ωB97M-V functional and the def2-TZVPD basis) results for 2 unconnected molecules or ions with the total composition C2H8NO.

Each line ends with the natural charge from an NBO analysis.
Positions of all 12 atoms, in Å:
1 O 0.324 2.306 0.194  -1.329
2 H -0.062 2.296 1.081  0.384
3 C 1.128 -1.222 -0.214  -0.627
4 C -0.392 -1.153 -0.462  -0.194
5 N -1.125 -0.175 0.276  -0.900
6 H 1.598 -1.810 -1.011  0.170
7 H 1.624 -0.274 -0.161  0.244
8 H 1.352 -1.730 0.727  0.171
9 H -0.542 -0.976 -1.531  0.165
10 H -0.758 -2.160 -0.211  0.149
11 H -1.274 -0.412 1.242  0.328
12 H -0.759 0.785 0.173  0.440

Values from the calculation:
LUMO (eV): 4.42
Charge: -1
Kohn-Sham gap (hartree): 0.2554
Total energy (hartree): -210.9720

=====

Record 9
DFT (the ωB97M-V functional and the def2-TZVPD basis) results for 2 unconnected molecules or ions with the total composition C2H8NO.

Each line ends with the natural charge from an NBO analysis.
Positions of all 12 atoms, in Å:
1 N -0.711 0.792 1.768  -0.890
2 H -0.897 1.578 2.415  0.464
3 H -1.133 0.709 0.846  0.464
4 H 0.289 0.689 1.472  0.489
5 H -0.903 -0.092 2.254  0.450
6 C 0.066 0.013 -2.026  -0.448
7 C 0.262 -0.926 -1.141  0.085
8 O 0.940 -0.508 0.141  -0.823
9 H -0.200 -0.126 -2.994  0.235
10 H 0.616 1.042 -2.076  0.244
11 H 0.027 -1.969 -0.841  0.227
12 H 1.644 -1.203 0.182  0.503

Values from the calculation:
LUMO (eV): -3.83
Charge: +1
Kohn-Sham gap (hartree): 0.3817
Total energy (hartree): -210.6757

=====

Record 10
DFT (the ωB97M-V functional and the def2-TZVPD basis) results for 2 unconnected molecules or ions with the total composition C2H8NO.

Each line ends with the natural charge from an NBO analysis.
Positions of all 12 atoms, in Å:
1 O 0.639 2.799 -0.819  -0.969
2 H 1.578 2.935 -0.997  0.479
3 H 0.503 3.806 -0.799  0.507
4 H 0.153 -2.611 0.244  0.238
5 C -0.861 -2.031 0.388  -0.706
6 C -0.554 -0.534 0.407  0.326
7 N 0.642 -0.055 0.180  -0.643
8 H -1.273 -2.415 -0.467  0.285
9 H -1.469 -2.301 1.263  0.277
10 H -1.537 0.089 0.207  0.255
11 H 1.555 -0.616 0.526  0.472
12 H 0.625 0.934 -0.133  0.479

Values from the calculation:
LUMO (eV): -5.22
Charge: +1
Kohn-Sham gap (hartree): 0.3965
Total energy (hartree): -210.6918

=====

Record 11
DFT (the ωB97M-V functional and the def2-TZVPD basis) results for 2 unconnected molecules or ions with the total composition C2H8NO.

Each line ends with the natural charge from an NBO analysis.
Positions of all 12 atoms, in Å:
1 C -1.066 -0.851 0.126  -0.102
2 C 0.097 -1.340 -0.267  -0.312
3 N -1.149 0.445 0.824  -0.698
4 H -2.107 -1.312 0.068  0.242
5 H 0.209 -2.280 -0.798  0.254
6 H 0.985 -0.732 -0.138  0.247
7 H -1.894 0.355 1.525  0.445
8 H -0.287 0.818 1.282  0.469
9 H -1.615 1.158 0.232  0.447
10 H 2.925 0.767 -1.016  0.500
11 H 1.862 1.892 -1.164  0.487
12 O 2.039 1.082 -0.675  -0.978

Values from the calculation:
LUMO (eV): -3.77
Charge: +1
Kohn-Sham gap (hartree): 0.4266
Total energy (hartree): -210.7063

=====

Record 12
DFT (the ωB97M-V functional and the def2-TZVPD basis) results for 2 unconnected molecules or ions with the total composition C2H8NO.

Each line ends with the natural charge from an NBO analysis.
Positions of all 12 atoms, in Å:
1 N -0.068 -1.464 1.984  -0.880
2 H 0.739 -1.537 2.608  0.447
3 H -0.247 -2.397 1.605  0.449
4 H -0.886 -1.199 2.543  0.447
5 H 0.135 -0.831 1.165  0.485
6 O 0.498 -0.351 -0.373  -0.640
7 C 0.672 0.669 -1.002  0.519
8 C -0.408 1.370 -1.759  -0.740
9 H 1.675 1.109 -1.016  0.142
10 H -1.111 1.747 -1.019  0.257
11 H -0.965 0.680 -2.394  0.265
12 H -0.034 2.204 -2.342  0.248

Values from the calculation:
LUMO (eV): -3.75
Charge: +1
Kohn-Sham gap (hartree): 0.3967
Total energy (hartree): -210.7433

=====

Short version: energy above the lowest of the compared OMol25 structures with the same formula, charge and spin = 524.8 55.3 440.4 142.3 317.4 65.6 38.1 32.1 203.2 161.0 122.8 25.8 kJ/mol, in the order given.